[1]
Formula: C18H13N4OPdS2
Source: the OMol25 dataset
Level of theory: ωB97M-V/def2-TZVPD

```
39
Properties=species:S:1:pos:R:3:forces:R:3:nbo_charge:R:1
Pd 0.863819 0.455159 0.326049 0.187 -0.353 -0.047 0.0182
O -2.738505 -0.609311 1.504460 -0.075 0.000 -0.120 -0.6142
N -2.244563 -0.126627 2.593224 0.054 -0.028 0.234 0.0304
C -2.403182 -0.843630 3.739394 -0.068 -0.010 -0.293 -0.0103
C -1.917815 -0.438775 4.952532 0.035 0.013 0.105 -0.2997
C -1.216502 0.765728 5.012528 0.007 0.030 -0.025 -0.2333
C -1.045428 1.486155 3.855812 0.014 -0.036 -0.008 -0.2475
C -1.542261 1.065791 2.604104 -0.022 0.013 0.106 0.0054
S -1.250929 1.928307 1.167833 -0.151 0.203 -0.064 -0.4405
H -2.921673 -1.773080 3.556243 0.014 -0.032 0.135 0.2226
H -2.042414 -1.078053 5.815427 -0.020 -0.027 -0.018 0.2069
H -0.789665 1.117011 5.944485 0.003 -0.006 0.006 0.1903
H -0.484254 2.410056 3.847972 0.004 0.000 0.008 0.2140
S 0.931562 3.817774 -2.645613 0.015 0.049 -0.072 0.3171
C 0.286854 2.472842 -1.744429 0.033 -0.253 0.080 -0.1188
N 1.136139 1.554840 -1.388585 -0.106 0.432 -0.105 -0.4189
C 2.407248 1.880766 -1.860195 0.056 -0.102 -0.013 0.1139
C 3.541255 1.095332 -1.656646 0.011 0.064 -0.011 -0.1866
C 4.750047 1.535843 -2.157989 -0.031 -0.027 0.023 -0.2413
C 4.839980 2.747347 -2.856414 0.034 0.001 -0.007 -0.2344
C 3.722042 3.529931 -3.068251 -0.017 0.061 -0.029 -0.2223
C 2.498275 3.085070 -2.570014 -0.007 -0.118 0.066 -0.2396
H -0.756172 2.421931 -1.464748 -0.019 0.054 -0.002 0.2532
H 3.412587 0.182140 -1.085782 0.007 -0.003 -0.002 0.2575
H 5.642571 0.941900 -2.003392 0.001 0.003 -0.002 0.2016
H 5.801563 3.077334 -3.232482 -0.007 0.010 -0.006 0.1943
H 3.794207 4.470177 -3.601388 0.008 -0.004 -0.002 0.2002
N -1.152453 -4.523504 4.119279 -0.001 -0.005 0.007 -0.5185
C -0.386268 -3.705197 3.799610 0.032 -0.027 0.053 0.3129
C 0.565970 -2.732373 3.459215 -0.068 0.006 -0.062 -0.3671
C 1.741119 -2.483976 4.264685 0.089 0.084 -0.014 -0.3042
C 2.587518 -1.473277 3.835013 -0.014 -0.104 0.111 -0.2515
C 2.321714 -0.738140 2.697412 -0.095 -0.010 -0.042 -0.1320
N 1.173302 -0.959694 1.931685 0.111 0.087 0.055 -0.5328
C 0.359921 -1.910434 2.326267 -0.032 0.030 -0.088 0.1135
H 1.939993 -3.055767 5.161018 -0.018 -0.013 0.002 0.1848
H 3.484337 -1.244796 4.404127 0.006 0.011 -0.006 0.1823
H 2.960467 0.059322 2.349838 0.032 -0.011 0.041 0.1836
H -0.533868 -2.051390 1.723717 -0.003 0.017 0.011 0.2108
```
Forces are in eV/Å.

## Properties
Frontier orbital gap (alpha / beta)   0.0994 / 0.1287 Eh
Charge   -2
ΔE to the lowest compared entry with this formula, charge and spin   93.64 kJ/mol
Calculated total energy   -52032.4946 eV
E_LUMO (alpha / beta)   4.096 / 4.094 eV
Multiplicity   2

[2]
Formula: C4H5O4Pt
Source: the OMol25 dataset
Level of theory: ωB97M-V/def2-TZVPD

```
14
Properties=species:S:1:pos:R:3:forces:R:3:nbo_charge:R:1
O -1.839491 0.437095 0.316453 0.166 0.823 0.256 -0.6893
C -2.311973 -1.742456 -0.773998 -1.587 -2.680 -1.008 0.4987
O -2.964144 -2.613576 -0.438878 1.474 2.184 -0.371 -0.3594
O 0.687927 -1.523256 -0.814539 2.733 -1.556 0.278 -0.5335
C 1.613287 -0.916477 -0.292049 0.588 -0.275 1.030 0.4548
C 1.454450 0.500919 0.161214 1.084 -0.108 0.097 -0.2044
O 0.273164 1.045896 -0.363284 2.033 2.972 0.611 -0.5665
C -0.856863 1.340458 0.540087 -0.355 1.657 2.363 0.2021
Pt -0.813005 -0.322739 -1.254850 -5.664 -2.824 -2.643 1.1221
H 2.555342 -1.434016 -0.047130 -0.224 0.039 -0.238 0.2041
H 2.333019 1.075031 -0.176612 -0.275 -0.030 0.061 0.2619
H 1.478829 0.509032 1.264374 -0.107 -0.004 -0.211 0.2619
H -1.151304 2.378432 0.311848 0.129 -0.355 0.012 0.1914
H -0.459236 1.265657 1.567365 0.006 0.158 -0.239 0.1561
```
Forces are in eV/Å.

## Properties
Frontier orbital gap (alpha / beta)   0.2963 / 0.2965 Eh
Charge   +1
Calculated total energy   -15653.0148 eV
E_LUMO (alpha / beta)   -4.896 / -5.895 eV
Multiplicity   3

[3]
Formula: C20H18N2O2
Source: the OMol25 dataset
Level of theory: ωB97M-V/def2-TZVPD

```
42
Properties=species:S:1:pos:R:3:forces:R:3:nbo_charge:R:1
C -6.400519 2.616308 2.659642 0.059 -0.495 0.139 -0.2531
O -6.252503 1.193300 2.698653 -0.277 -0.038 0.120 -0.4924
C -5.047395 0.589153 2.747618 0.766 -0.383 0.060 0.3423
C -5.047488 -0.838891 2.711025 -0.764 1.347 0.018 -0.2693
C -3.866068 -1.514928 2.605478 1.401 -0.289 -0.284 -0.1410
C -2.614488 -0.831593 2.551360 -1.385 1.234 0.419 -0.1624
C -1.375939 -1.549932 2.432247 1.698 -0.835 0.913 -0.1013
C -0.132992 -1.042067 2.655960 -1.678 0.249 0.343 -0.2642
C 1.134807 -1.691473 2.390784 1.076 -3.292 0.042 -0.1083
C 2.283627 -0.801982 2.070174 0.013 0.453 0.146 -0.1174
C 3.208055 -1.019713 1.024994 -0.272 -0.929 0.552 -0.1533
C 4.331405 -0.232534 0.908573 0.501 0.773 0.377 -0.2532
C 4.561796 0.819772 1.832792 -0.903 -0.035 -0.065 0.3184
O 5.696198 1.534276 1.688112 0.287 0.128 0.096 -0.4896
C 5.998030 2.612085 2.589185 -0.159 -0.433 -0.440 -0.2551
C 3.590590 1.111859 2.802672 0.304 -0.017 -0.433 -0.2656
C 2.450166 0.322569 2.880369 0.706 -0.520 0.330 -0.1865
C -2.638126 0.582856 2.676685 -0.162 -1.066 -0.178 -0.0887
C -3.823435 1.287379 2.808045 -0.742 -0.348 -0.111 -0.3366
H -7.482318 2.750173 2.627447 0.204 0.199 -0.016 0.2063
H -5.992448 3.092212 3.553769 -0.019 -0.066 0.047 0.1793
H -5.934729 3.060953 1.777374 0.017 -0.153 -0.053 0.1834
H -6.011961 -1.352747 2.755280 0.376 0.181 -0.122 0.2310
H -3.860491 -2.611370 2.514977 -0.045 0.537 0.161 0.2203
H -1.447351 -2.639401 2.369347 -0.072 0.194 -0.703 0.2167
H -0.100056 -0.032063 3.050437 0.210 0.034 -0.315 0.1969
H 1.059258 -2.591105 1.784824 -0.260 0.718 -1.006 0.2329
H 3.098521 -1.910299 0.383016 -0.034 0.629 0.271 0.2235
H 5.083832 -0.400346 0.136366 -0.267 -0.024 0.217 0.2322
H 6.950292 2.981486 2.217523 -0.041 0.126 0.202 0.2069
H 5.242663 3.399723 2.541025 -0.002 -0.026 -0.096 0.1798
H 6.093219 2.276216 3.625084 0.025 -0.131 -0.102 0.1835
H 3.726739 1.939939 3.491654 -0.023 -0.161 -0.102 0.2138
H 1.775769 0.487423 3.715305 -0.054 0.123 -0.194 0.2061
H -1.708633 1.129993 2.617896 0.023 0.076 0.094 0.1990
H -3.817144 2.365839 2.945268 0.032 -0.187 -0.209 0.2199
C 1.644658 -2.893204 3.777072 0.166 0.875 0.978 -0.4708
C 2.933388 -3.624554 3.779889 2.803 -0.042 -1.559 0.2746
N 4.021361 -4.063055 3.640156 -3.374 1.132 0.610 -0.3008
C 0.589766 -3.812677 4.205306 -4.237 -1.344 0.092 0.2793
N -0.411891 -4.419405 4.428492 3.999 2.157 -0.752 -0.3144
H 1.719706 -2.067544 4.484416 0.105 -0.351 0.513 0.2777
```
Forces are in eV/Å.

## Properties
Frontier orbital gap   0.2789 Eh
ΔE to the lowest compared entry with this formula, charge and spin   547.03 kJ/mol
Calculated total energy   -28103.5353 eV
E_LUMO   -0.427 eV

[4]
Formula: C3H8N3O2
Source: the OMol25 dataset
Level of theory: ωB97M-V/def2-TZVPD

```
16
Properties=species:S:1:pos:R:3:forces:R:3:nbo_charge:R:1
C -0.748721 0.562381 0.073737 1.212 -0.704 -1.440 0.5017
C 0.275067 -1.769316 -0.348687 0.620 -1.769 0.242 -0.7123
C 0.121261 -0.316677 -0.733621 1.178 0.231 1.655 -0.1684
N -0.975392 0.264846 1.303299 0.232 -0.851 0.471 -0.6837
N -1.204619 1.718583 -0.336314 -0.499 0.573 -0.329 -0.6959
N 1.914856 0.497456 -0.089712 -0.736 -2.060 -1.072 0.5587
O 2.071370 1.654567 -0.340592 0.014 -1.267 0.688 -0.2579
O 2.620595 -0.410816 0.303442 -1.028 2.419 -0.440 -0.2777
H 0.302259 -2.026187 0.737748 -0.453 0.825 -0.492 0.2313
H -0.452354 -2.555497 -0.782016 1.022 1.666 0.194 0.2812
H 1.328779 -2.104996 -0.568828 -1.096 0.381 -0.479 0.2906
H 0.160416 -0.033713 -1.763772 0.131 -0.057 -0.565 0.2475
H -0.712488 -0.583852 1.733341 0.395 -0.792 0.322 0.4360
H -1.529282 0.888424 1.788160 -1.268 1.099 1.713 0.4050
H -1.386384 1.992066 -1.275177 0.515 -0.183 -0.873 0.4379
H -1.785368 2.222737 0.298986 -0.242 0.491 0.406 0.4061
```
Forces are in eV/Å.

## Properties
Frontier orbital gap (alpha / beta)   0.3248 / 0.3248 Eh
Charge   +1
ΔE to the lowest compared entry with this formula, charge and spin   391.78 kJ/mol
Calculated total energy   -11795.4425 eV
E_LUMO (alpha / beta)   -5.361 / -5.362 eV